Computed, not measured: a molecular structure, C37H32ClN8NaO5, with the ωB97M-V functional and the def2-TZVPD basis.

XYZ file:
```
84
Properties=species:S:1:pos:R:3
Na -0.201 -0.444 -0.759
C -0.497 2.429 2.941
C 0.158 1.498 1.953
N -0.132 1.451 0.704
N -1.118 2.233 0.212
C -1.256 2.064 -1.107
O -0.534 1.380 -1.859
C -2.423 2.802 -1.697
C -3.125 3.774 -0.991
C -4.190 4.433 -1.580
C -4.574 4.121 -2.876
C -3.887 3.144 -3.582
C -2.817 2.492 -2.996
C 1.156 0.536 2.412
C 1.334 0.261 3.777
C 2.270 -0.679 4.158
C 3.023 -1.321 3.185
C 2.774 -0.988 1.861
N 1.883 -0.096 1.482
H -1.064 3.168 2.381
H 0.246 2.927 3.567
H -1.190 1.880 3.580
H -2.818 3.991 0.022
H -4.732 5.191 -1.026
H -5.409 4.638 -3.335
H -4.193 2.888 -4.588
H -2.268 1.726 -3.526
H 0.719 0.746 4.521
H 2.405 -0.920 5.206
H 3.768 -2.060 3.445
H 3.324 -1.470 1.059
O 2.074 -2.413 -5.898
C 2.817 -1.369 -5.676
O 3.584 -0.907 -6.504
C 2.702 -0.761 -4.319
C 3.542 0.202 -3.790
Cl 4.813 1.033 -4.559
N 3.150 0.448 -2.511
N 2.091 -0.305 -2.200
C 1.796 -1.030 -3.254
C 0.584 -1.938 -3.232
O 0.523 -2.815 -4.145
O -0.249 -1.751 -2.349
C 3.641 1.379 -1.572
C 5.003 1.625 -1.431
C 5.433 2.555 -0.499
C 4.517 3.225 0.296
C 3.164 2.951 0.168
C 2.718 2.032 -0.763
H 1.369 -2.611 -5.066
H 5.723 1.095 -2.034
H 6.493 2.745 -0.388
H 4.863 3.952 1.020
H 2.442 3.452 0.797
H 1.669 1.802 -0.866
C -3.168 -0.165 4.447
C -2.267 -1.210 4.614
C -1.594 -1.748 3.539
C -1.784 -1.260 2.220
C -2.688 -0.179 2.084
C -3.361 0.342 3.165
N -1.101 -1.700 1.147
C -0.637 -2.976 1.072
C 0.564 -3.251 0.388
C 1.007 -4.542 0.204
C 0.286 -5.627 0.692
C -0.901 -5.382 1.370
C -1.353 -4.094 1.563
H -3.704 0.247 5.295
H -2.082 -1.605 5.610
H -0.877 -2.546 3.692
H -2.816 0.260 1.102
H -4.048 1.169 3.022
H 1.128 -2.415 -0.003
H 1.936 -4.713 -0.329
H 0.634 -6.640 0.533
H -1.491 -6.213 1.745
H -2.293 -3.926 2.074
N -3.460 -1.808 -1.101
N -3.854 -0.474 -1.470
H -2.813 -1.787 -0.306
H -2.913 -2.171 -1.878
H -3.040 0.136 -1.561
H -4.403 -0.113 -0.697
```

Results
Total charge: -2
HOMO level in eV: -1.415
LUMO energy in eV: 3.9
Orbital gap in eV: 5.27
Largest force on an atom in hartree/bohr: 0.0219
Energy above the lowest of the compared OMol25 structures with the same formula, charge and spin in kcal/mol: 13.5


Computed, not measured: a molecular structure, C37H32IrNO7, with the ωB97M-V functional and the def2-TZVPD basis.

XYZ file:
```
78
Properties=species:S:1:pos:R:3
Ir 1.008 0.128 0.108
O 0.770 0.025 2.022
C -0.317 -0.280 2.849
C -1.657 -0.091 2.104
C -1.955 -0.875 0.853
C -3.279 -1.252 0.651
C -3.663 -1.756 -0.577
C -2.703 -1.936 -1.557
C -1.377 -1.644 -1.268
C -0.306 -2.039 -2.241
C 0.575 -0.891 -2.774
O 1.346 -0.399 -1.721
C -0.263 0.220 -3.441
C -1.280 -0.097 -4.334
C -1.967 0.903 -5.005
C -1.645 2.236 -4.799
C -0.631 2.563 -3.911
C 0.055 1.560 -3.240
C 1.550 -1.420 -3.848
C 2.503 -0.526 -4.332
C 3.445 -0.926 -5.263
C 3.446 -2.234 -5.730
C 2.511 -3.130 -5.243
C 1.569 -2.730 -4.302
N -1.034 -1.094 -0.094
C -0.221 0.724 4.015
C 0.966 0.722 4.746
C 1.177 1.641 5.759
C 0.202 2.583 6.060
C -0.983 2.586 5.346
C -1.197 1.662 4.328
C -0.246 -1.731 3.354
C 0.233 -2.727 2.510
C 0.271 -4.047 2.935
C -0.167 -4.380 4.207
C -0.657 -3.393 5.048
C -0.701 -2.072 4.624
H -1.704 0.963 1.814
H -2.450 -0.294 2.820
H -3.999 -1.127 1.447
H -4.698 -2.011 -0.765
H -2.971 -2.329 -2.527
H -0.765 -2.569 -3.072
H 0.380 -2.726 -1.738
H -1.535 -1.133 -4.524
H -2.750 0.639 -5.703
H -2.167 3.015 -5.339
H -0.365 3.601 -3.752
H 0.864 1.821 -2.572
H 2.501 0.495 -3.972
H 4.181 -0.217 -5.618
H 4.171 -2.549 -6.468
H 2.518 -4.158 -5.583
H 0.864 -3.467 -3.939
H 1.724 -0.015 4.511
H 2.102 1.616 6.321
H 0.367 3.310 6.844
H -1.758 3.306 5.579
H -2.144 1.691 3.808
H 0.598 -2.465 1.525
H 0.649 -4.816 2.274
H -0.119 -5.406 4.548
H -0.998 -3.645 6.044
H -1.079 -1.307 5.289
O -1.960 3.763 -0.553
C -0.994 2.950 -0.171
O -0.987 1.761 -0.411
C 0.074 3.681 0.599
O 0.989 2.731 1.074
C 2.074 3.227 1.729
C 3.911 2.365 -0.611
O 4.529 3.340 -0.664
O 3.316 1.358 -0.622
H -2.620 3.276 -1.069
H -0.396 4.223 1.425
H 0.551 4.415 -0.061
H 2.569 2.507 2.362
H 2.150 4.294 1.877
```

Results
Total charge: +1
Spin multiplicity: 6
HOMO level (alpha / beta) in eV: -10.770 / -11.194
LUMO energy (alpha / beta) in eV: -2.2 / -4.7
Orbital gap (alpha / beta) in eV: 8.53 / 6.48
Largest force on an atom in hartree/bohr: 0.0366


Computed, not measured: a molecular structure, C37H32NO4PRuS4, with the ωB97M-V functional and the def2-TZVPD basis.

XYZ file:
```
80
Properties=species:S:1:pos:R:3
Ru 1.063 0.679 1.685
C 2.264 -0.046 3.534
C 0.924 -0.291 3.897
C 0.245 0.951 3.922
C 1.198 1.974 3.665
C 2.451 1.354 3.448
H 3.048 -0.786 3.504
H 0.524 -1.265 4.133
H -0.746 1.125 4.307
H 1.024 3.034 3.765
H 3.397 1.851 3.305
N -0.046 1.677 0.418
P 0.464 2.070 -1.016
C -0.831 1.848 -2.275
C -1.903 2.732 -2.315
C -2.947 2.513 -3.201
C -2.919 1.415 -4.050
C -1.844 0.539 -4.020
C -0.804 0.750 -3.128
C 0.948 3.827 -1.099
C 0.805 4.628 -2.227
C 1.358 5.902 -2.238
C 2.054 6.369 -1.134
C 2.179 5.577 0.001
C 1.629 4.306 0.018
C 1.916 1.224 -1.676
C 2.857 1.814 -2.477
C 4.017 1.134 -2.858
C 4.262 -0.174 -2.393
C 3.390 -0.787 -1.554
C 2.188 -0.084 -0.981
H -1.912 3.586 -1.648
H -3.788 3.194 -3.229
H -3.734 1.247 -4.742
H -1.817 -0.313 -4.687
H 0.044 0.075 -3.102
H 0.268 4.260 -3.093
H 1.250 6.532 -3.111
H 2.505 7.353 -1.158
H 2.709 5.952 0.867
H 1.715 3.654 0.880
H 2.669 2.804 -2.876
H 4.717 1.596 -3.540
H 5.158 -0.692 -2.720
H 4.417 -2.379 -1.341
H 1.305 -0.747 -1.081
C 0.936 -3.833 -0.221
S 1.256 -2.447 0.944
O 3.546 -2.051 -1.090
O 1.396 -3.126 2.227
O 2.441 0.160 0.376
H 0.087 -4.440 0.078
H 1.850 -4.422 -0.188
H 0.793 -3.434 -1.223
O -0.269 -1.718 0.847
C -1.580 -2.317 1.187
C -2.008 -3.264 0.073
C -1.849 -3.100 -1.270
C -2.480 -4.118 -2.030
C -3.130 -5.021 -1.252
S -2.969 -4.658 0.416
C -1.496 -3.088 2.498
C -0.878 -4.294 2.660
C -0.975 -4.818 3.971
C -1.682 -4.007 4.799
S -2.219 -2.598 3.991
C -2.564 -1.151 1.210
C -2.905 -0.305 2.225
C -3.790 0.725 1.831
C -4.100 0.661 0.515
S -3.326 -0.647 -0.261
H -1.310 -2.269 -1.702
H -2.449 -4.170 -3.108
H -3.689 -5.891 -1.555
H -0.352 -4.812 1.876
H -0.538 -5.759 4.267
H -1.926 -4.139 5.840
H -2.577 -0.410 3.242
H -4.176 1.471 2.510
H -4.737 1.310 -0.060
```

Results
Total charge: 0
HOMO level (alpha / beta) in eV: -6.034 / -6.054
LUMO energy (alpha / beta) in eV: -1.7 / -1.7
Orbital gap (alpha / beta) in eV: 4.37 / 4.39
Largest force on an atom in hartree/bohr: 0.0612


Computed, not measured: a molecular structure, C37H33AgFNP3Se2, with the ωB97M-V functional and the def2-TZVPD basis.

XYZ file:
```
78
Properties=species:S:1:pos:R:3
Ag -1.179 0.337 0.593
C 2.067 1.821 1.747
N 2.083 1.549 0.285
P 3.163 0.410 -0.401
C 4.713 0.959 0.434
C 5.239 2.188 0.030
C 6.400 2.689 0.595
C 7.071 1.955 1.567
C 6.568 0.727 1.967
C 5.394 0.233 1.405
C 2.821 -1.183 0.441
C 1.804 -1.386 1.368
C 1.546 -2.669 1.845
C 2.301 -3.748 1.418
C 3.320 -3.552 0.490
C 3.564 -2.283 -0.005
P 0.512 1.745 -0.397
C 0.264 3.550 -0.219
C -1.042 4.023 -0.155
C -1.289 5.388 -0.079
C -0.231 6.284 -0.052
C 1.077 5.817 -0.099
C 1.323 4.455 -0.185
C 0.767 1.611 -2.195
C 1.725 2.347 -2.893
C 1.840 2.225 -4.266
C 0.989 1.370 -4.960
C 0.030 0.641 -4.275
C -0.079 0.758 -2.893
H 2.851 1.252 2.242
H 1.109 1.521 2.199
H 2.246 2.884 1.920
H 4.722 2.757 -0.737
H 6.786 3.649 0.275
H 7.983 2.340 2.007
H 7.082 0.150 2.726
H 5.000 -0.719 1.736
H 1.174 -0.585 1.749
H 0.730 -2.802 2.546
H 2.087 -4.743 1.788
H 3.907 -4.393 0.138
H 4.336 -2.139 -0.756
H -1.864 3.315 -0.159
H -2.309 5.748 -0.031
H -0.424 7.348 0.016
H 1.905 6.515 -0.067
H 2.339 4.080 -0.215
H 2.393 3.010 -2.357
H 2.590 2.798 -4.799
H 1.078 1.273 -6.036
H -0.632 -0.030 -4.807
H -0.823 0.179 -2.356
Se -3.855 0.442 -0.122
P -3.466 -1.677 -0.147
Se -1.467 -2.245 -0.752
C -4.745 -2.486 -1.172
C -4.408 -3.376 -2.182
C -5.404 -3.975 -2.946
C -6.737 -3.688 -2.699
C -7.078 -2.795 -1.688
C -6.087 -2.194 -0.930
C -3.757 -2.378 1.513
C -4.345 -3.630 1.668
C -4.479 -4.187 2.933
C -4.007 -3.505 4.046
C -3.395 -2.268 3.890
C -3.271 -1.702 2.631
H -3.361 -3.591 -2.364
H -5.133 -4.667 -3.734
H -7.513 -4.154 -3.295
H -8.119 -2.564 -1.495
H -6.345 -1.484 -0.153
H -4.703 -4.174 0.804
H -4.948 -5.157 3.046
H -4.104 -3.944 5.032
H -2.996 -1.739 4.747
H -2.766 -0.750 2.522
F -0.538 0.221 2.713
```

Results
Total charge: -1
HOMO level in eV: -4.593
LUMO energy in eV: 2.5
Orbital gap in eV: 7.11
Largest force on an atom in hartree/bohr: 0.0061
Energy above the lowest of the compared OMol25 structures with the same formula, charge and spin in kcal/mol: 2.6


Computed, not measured: a molecular structure, C37H33Cl4NO4STeW, with the ωB97M-V functional and the def2-TZVPD basis.

XYZ file:
```
82
Properties=species:S:1:pos:R:3
W 3.385 4.301 -0.392
Cl 5.594 -1.845 -1.433
C 5.191 -0.254 -1.753
C 4.947 0.213 -3.070
Cl 5.574 -0.619 -4.484
C 4.357 1.471 -3.341
Cl 4.271 2.153 -4.958
C 3.883 2.188 -2.237
O 3.514 3.536 -2.061
C 4.142 1.662 -0.861
O 3.929 2.501 0.021
C 4.893 0.435 -0.611
Cl 5.278 0.031 0.970
C -8.128 -7.068 4.828
C -7.021 -6.360 4.090
C -7.198 -5.072 3.567
C -6.394 -4.420 2.529
C -6.596 -2.986 2.152
C -5.285 -5.210 2.143
Te -4.069 -4.893 0.564
N 1.777 4.511 0.239
C 1.331 5.386 -0.908
O 2.448 5.594 -1.562
C 0.058 5.848 -1.026
C -0.794 5.680 0.133
C -2.074 6.116 0.046
C -2.600 6.634 -1.205
C -1.719 6.787 -2.308
C -0.380 6.366 -2.193
C -5.178 -4.112 -1.016
C -6.605 -4.217 -0.952
C -7.347 -4.129 -2.159
C -6.698 -3.884 -3.399
C -5.360 -3.657 -3.409
C -4.568 -3.680 -2.207
C -3.067 -3.651 -2.230
C -4.924 -6.320 2.949
C -3.487 -6.888 2.812
C -5.780 -6.888 3.876
H -8.712 -6.340 5.391
H -7.488 -7.732 5.472
H -8.627 -7.875 4.175
H -8.098 -4.571 3.843
H -6.406 -2.561 3.220
H -7.656 -2.586 1.933
H -6.036 -2.604 1.243
H -0.366 5.199 0.982
H -2.809 6.102 0.943
H -3.622 7.018 -1.278
H -2.261 7.298 -3.108
H 0.244 6.537 -3.035
H -7.081 -4.558 -0.055
H -8.456 -4.209 -2.135
H -7.223 -4.077 -4.309
H -4.785 -3.323 -4.241
H -2.687 -2.774 -2.799
H -2.708 -4.578 -2.620
H -2.638 -3.469 -1.199
H -3.499 -7.440 3.702
H -2.802 -6.008 2.973
H -3.241 -7.299 1.934
H -5.506 -7.754 4.449
C 9.668 1.653 -1.572
C 8.685 2.526 -0.958
C 7.937 2.111 0.129
C 7.086 2.982 0.804
C 6.921 4.288 0.295
C 7.611 4.674 -0.896
C 8.458 3.766 -1.511
S 6.074 5.619 1.025
C 6.279 5.303 2.744
O 4.508 5.332 0.731
H 10.606 1.775 -1.074
H 9.721 2.044 -2.596
H 9.335 0.604 -1.663
H 8.100 1.155 0.624
H 6.593 2.742 1.701
H 7.643 5.693 -1.206
H 8.964 4.244 -2.374
H 6.141 4.237 2.963
H 5.530 5.917 3.269
H 7.302 5.675 2.938
```

Results
Total charge: +3
Spin multiplicity: 2
HOMO level (alpha / beta) in eV: -14.010 / -14.205
LUMO energy (alpha / beta) in eV: -9.3 / -9.3
Orbital gap (alpha / beta) in eV: 4.74 / 4.93
Largest force on an atom in hartree/bohr: 0.1618
Energy above the lowest of the compared OMol25 structures with the same formula, charge and spin in kcal/mol: 12.2


Computed, not measured: a molecular structure, C37H33F6GeN6O5RuS3, with the ωB97M-V functional and the def2-TZVPD basis.

XYZ file:
```
92
Properties=species:S:1:pos:R:3
Ru 0.855 -1.555 -0.461
F 3.461 -5.212 -1.654
C 2.486 -4.893 -2.502
F 2.547 -5.729 -3.557
F 1.315 -5.055 -1.906
S 2.752 -3.171 -3.088
O 2.577 -2.295 -1.948
O 4.054 -3.241 -3.674
N 1.625 -3.038 -4.180
S 0.555 -1.896 -4.294
O 0.195 -1.227 -3.063
O 0.735 -1.073 -5.453
C -0.887 -2.946 -4.763
F -1.999 -2.201 -4.734
F -1.060 -3.981 -3.939
F -0.729 -3.422 -6.007
S 1.666 -2.844 1.186
C 2.810 -1.660 1.883
N 3.374 -2.098 3.018
N 4.151 -1.084 3.616
C 3.698 0.052 4.188
C 2.341 0.443 4.149
C 1.933 1.609 4.776
C 2.823 2.434 5.461
C 4.162 2.049 5.510
C 4.595 0.891 4.893
N 3.001 -0.516 1.290
N 2.260 -0.315 0.112
C 2.634 0.809 -0.566
C 1.992 1.204 -1.760
C 2.366 2.352 -2.436
C 3.377 3.178 -1.957
C 4.014 2.805 -0.775
C 3.671 1.653 -0.090
H 5.059 -1.397 3.905
H 1.632 -0.185 3.631
H 0.884 1.885 4.721
H 2.484 3.342 5.947
H 4.884 2.666 6.038
H 5.643 0.610 4.941
H 1.198 0.596 -2.163
H 1.863 2.598 -3.367
H 3.650 4.088 -2.479
H 4.812 3.426 -0.379
H 4.168 1.375 0.826
C -3.939 -2.799 -0.323
N -2.535 -3.117 -0.187
C -2.068 -3.585 1.112
C -1.686 -2.922 -1.196
O -0.499 -3.235 -1.167
H -4.543 -3.710 -0.336
H -4.105 -2.256 -1.252
H -4.264 -2.173 0.512
H -2.563 -4.525 1.370
H -2.299 -2.830 1.863
H -0.992 -3.724 1.084
H -2.135 -2.417 -2.064
C -0.447 -0.833 0.365
Ge -1.508 0.745 0.092
C -2.274 1.019 -1.698
C -1.578 1.764 -2.652
C -1.993 1.795 -3.978
C -3.119 1.086 -4.374
C -3.835 0.354 -3.437
C -3.406 0.315 -2.117
C -0.603 2.389 0.604
C 0.593 2.333 1.323
C 1.256 3.499 1.683
C 0.724 4.733 1.334
C -0.469 4.801 0.624
C -1.126 3.634 0.257
C -3.071 0.594 1.295
C -2.937 -0.088 2.505
C -3.993 -0.177 3.404
C -5.216 0.409 3.099
C -5.368 1.095 1.901
C -4.301 1.193 1.013
H -0.696 2.320 -2.357
H -1.421 2.356 -4.707
H -3.432 1.096 -5.411
H -4.718 -0.199 -3.740
H -3.971 -0.263 -1.392
H 1.037 1.373 1.571
H 2.196 3.433 2.217
H 1.248 5.643 1.602
H -0.879 5.765 0.343
H -2.052 3.697 -0.308
H -1.986 -0.557 2.742
H -3.861 -0.699 4.345
H -6.044 0.335 3.794
H -6.319 1.555 1.657
H -4.428 1.750 0.090
```

Results
Total charge: -2
Spin multiplicity: 2
HOMO level (alpha / beta) in eV: -0.345 / -0.363
LUMO energy (alpha / beta) in eV: 3.9 / 3.9
Orbital gap (alpha / beta) in eV: 4.24 / 4.26
Largest force on an atom in hartree/bohr: 0.0173
Energy above the lowest of the compared OMol25 structures with the same formula, charge and spin in kcal/mol: 9.0